Here is 2 unconnected molecules or ions with the total composition C4H7N3O2 in a non-equilibrium geometry from the OMol25 dataset. Energies are from wB97M-V/def2-TZVPD.

XYZ file:
```
16
Properties=species:S:1:pos:R:3:forces:R:3:lowdin_charge:R:1
O -2.394 -0.020 0.144 -0.6727 -0.9704 1.0063 0.189
O -1.859 1.580 -1.405 0.2756 1.0922 -1.0415 0.223
N 1.755 -1.019 -2.009 -0.9542 0.4860 1.0072 0.085
N -0.147 -1.618 0.811 0.1322 -0.2525 0.0593 0.122
N 1.385 -1.403 -0.877 2.2393 -1.5789 -2.0182 -0.021
C 0.449 -0.780 -0.115 -0.9167 2.4496 0.8915 -0.439
C 0.409 0.587 -0.061 0.8514 -1.0432 -0.0182 -0.144
C 0.079 1.395 1.151 -0.2673 -0.1141 -0.0796 -0.089
C -2.054 0.767 -0.621 -0.5061 0.0619 -0.2958 -0.484
H -0.174 -2.586 0.528 0.0079 0.0523 0.0776 0.092
H 1.007 1.658 1.657 0.0773 0.0621 0.0793 0.085
H -1.011 -1.282 1.206 0.0676 -0.0760 -0.1345 0.070
H -0.544 0.852 1.856 -0.0554 0.0765 0.1024 0.071
H -0.411 2.328 0.876 -0.0867 0.0755 0.0984 0.079
H 2.583 -1.566 -2.287 -0.3270 -0.2064 0.2819 0.059
H 0.928 1.108 -0.853 0.1348 -0.1146 -0.0161 0.105
```
Forces are in eV/Å.

**LUMO level (alpha / beta)**: 0.1155 / 0.1150 eV
**Spin multiplicity**: 1
**HOMO-LUMO gap (alpha / beta)**: 8.3 / 8.3 eV
**Energy above the lowest of the compared OMol25 structures with the same formula, charge and spin**: 2.247 eV
**HOMO level (alpha / beta)**: -8.2022 / -8.2019 eV
**SMILES**: [H]/N=N/C(N)=C/C.O=C=O